Here is an isolated molecule of C17H24ClN5O3 from OMol25. Energies are from ωB97M-V/def2-TZVPD.

The geometry in XYZ format:
```
50
Properties=species:S:1:pos:R:3:forces:R:3
C 1.283410 -1.939483 2.854801 0.133 -0.198 0.069
H 1.986051 -1.682123 3.654057 -0.017 -0.007 -0.035
O 0.487834 -0.836671 2.489501 -0.140 0.414 -0.215
C 1.093054 0.244674 1.909594 -0.153 0.009 0.009
C 2.467060 0.364084 1.737907 0.007 -0.085 0.121
C 3.015169 1.437938 1.060936 -0.117 0.147 0.111
C 2.203766 2.430026 0.535441 0.038 0.160 0.322
C 0.837395 2.347446 0.761594 0.050 -0.140 0.237
C 0.266518 1.284636 1.447867 -0.018 0.032 0.042
O -1.100086 1.313090 1.564071 0.358 -0.174 -0.337
C -1.675769 0.876479 2.780175 -0.262 -0.110 0.293
H -1.163904 1.322794 3.637916 -0.003 -0.012 -0.025
H -1.657161 -0.210104 2.877842 -0.035 0.139 -0.003
H -2.707592 1.226730 2.754311 0.047 -0.007 0.057
H 0.167041 3.107728 0.388905 -0.096 0.089 -0.047
C 2.763595 3.498504 -0.358856 0.016 -0.255 -0.229
H 2.112010 4.374570 -0.353719 0.044 0.067 0.020
H 3.758198 3.799363 -0.028105 0.015 0.096 0.026
C 2.870428 2.947377 -1.796261 0.268 0.247 0.154
N 1.602760 2.449988 -2.271601 -0.128 0.363 -0.143
C 1.167553 1.224907 -1.929673 -0.323 -0.753 -0.213
N -0.135518 0.985559 -2.020641 -0.229 0.337 -0.094
C -0.529524 -0.231005 -1.640720 0.711 0.260 -0.101
N -1.838796 -0.479999 -1.702573 -0.484 0.190 0.016
H -2.400684 0.317736 -1.955911 0.061 -0.016 0.024
C -2.520453 -1.679320 -1.240779 -0.081 -0.443 0.232
C -4.014721 -1.495114 -1.495380 0.278 -0.050 0.027
H -4.558727 -2.324266 -1.051015 -0.033 -0.043 0.008
H -4.367716 -0.573982 -1.036782 -0.075 0.138 0.065
H -4.223602 -1.464690 -2.562140 -0.043 0.014 -0.131
C -1.998960 -2.896563 -2.011313 -0.072 0.068 0.185
H -0.955139 -3.072082 -1.767739 0.018 -0.101 -0.031
H -2.588594 -3.777473 -1.769603 -0.091 -0.118 -0.005
H -2.078654 -2.714017 -3.080349 -0.042 -0.015 -0.110
C -2.272832 -1.838155 0.280298 0.232 0.424 -0.270
O -2.879865 -2.983611 0.822667 -0.206 -0.508 0.045
H -2.417193 -3.757330 0.483271 -0.025 0.021 0.089
H -1.193589 -1.835912 0.464534 -0.155 0.047 0.033
H -2.718218 -0.986444 0.798387 0.056 0.042 -0.056
N 0.309918 -1.196494 -1.219224 -0.297 -0.294 0.080
C 1.569282 -0.843215 -1.233836 -0.354 0.618 -0.209
N 2.085618 0.307816 -1.570406 0.285 0.103 -0.147
Cl 2.683334 -2.041389 -0.737138 0.517 -0.588 0.145
H 0.862194 3.121606 -2.413893 0.007 -0.110 -0.014
H 3.565665 2.107481 -1.813588 0.046 0.180 -0.066
H 3.216348 3.727452 -2.478516 0.057 -0.103 0.023
H 4.083855 1.480252 0.916573 0.147 -0.014 -0.049
H 3.123961 -0.409295 2.101638 0.022 -0.101 0.052
H 0.583415 -2.689734 3.220327 0.093 0.007 -0.006
H 1.831865 -2.339766 1.997148 -0.026 0.034 0.051
```
Positions in Å, forces in eV/Å.

- Structure (SMILES): COc1ccc(CCNc2nc(Cl)nc(NC(C)(C)CO)n2)cc1OC
- Charge: 0
- Orbital gap: 8.720 eV